(1)
The following is a DFT calculation (the ωB97M-V functional and the def2-TZVPD basis) of a molecular structure, C38H50BN6SbSe4Si2TeZn.

## Properties
Kohn-Sham gap (eV): 4.6
Net charge: -2
Maximum force (eV Å⁻¹): 3.059

The geometry in XYZ format:
```
104
Properties=species:S:1:pos:R:3:mulliken_charge:R:1
Zn -0.789 -0.412 0.039 1.435
C 4.694 -0.013 -0.955 -1.556
C 3.517 0.043 -0.038 0.247
C 3.511 0.068 1.342 -1.049
C 2.149 0.081 1.705 -0.747
N 1.393 0.074 0.622 1.819
N 2.236 0.061 -0.460 0.012
B 1.750 0.046 -1.953 -0.729
N 0.940 -1.268 -2.108 1.090
N 0.522 -1.897 -0.964 -0.252
C 0.240 -3.155 -1.279 -0.107
C 0.410 -3.334 -2.665 -1.411
C 0.874 -2.133 -3.143 0.617
C 1.211 -1.731 -4.541 -1.269
C -0.254 -4.072 -0.244 0.400
C -1.069 -5.145 -0.575 -0.691
C -1.689 -5.888 0.421 -0.601
C -1.488 -5.572 1.755 -0.249
C -0.636 -4.527 2.095 -0.642
C -0.023 -3.785 1.104 -0.196
N 1.106 1.449 -2.234 1.088
N 0.581 2.151 -1.213 -0.145
C 0.675 3.433 -1.535 -0.213
C 1.242 3.573 -2.820 -1.201
C 1.511 2.291 -3.226 0.522
C 2.141 1.828 -4.501 -1.368
C 0.362 4.484 -0.551 0.413
C 0.033 5.777 -0.949 -0.511
C -0.243 6.756 -0.004 -0.753
C -0.179 6.459 1.350 -0.450
C 0.190 5.181 1.755 -0.639
C 0.466 4.203 0.813 -0.020
C 1.557 0.060 3.055 1.142
C 0.175 0.111 3.241 -0.052
C -0.381 0.059 4.510 -0.843
C 0.439 -0.027 5.627 -0.630
C 1.818 -0.068 5.458 -0.720
C 2.369 -0.032 4.186 -0.761
H 5.605 -0.047 -0.359 0.401
H 4.737 0.858 -1.610 0.246
H 4.657 -0.901 -1.587 0.271
H 4.379 0.062 1.982 0.527
H 2.683 0.005 -2.713 -0.227
H 0.236 -4.233 -3.235 0.478
H 1.036 -2.567 -5.217 0.407
H 2.254 -1.415 -4.626 0.256
H 0.580 -0.900 -4.862 0.182
H -1.315 -5.344 -1.611 0.284
H -2.393 -6.660 0.144 0.306
H -2.047 -6.092 2.522 0.349
H -0.494 -4.255 3.134 0.341
H 0.615 -2.951 1.367 0.535
H 1.440 4.489 -3.358 0.442
H 2.218 2.666 -5.192 0.443
H 1.552 1.039 -4.970 0.112
H 3.142 1.427 -4.321 0.200
H -0.028 6.003 -2.007 0.343
H -0.517 7.754 -0.327 0.369
H -0.416 7.218 2.086 0.385
H 0.264 4.947 2.811 0.424
H 0.770 3.210 1.124 0.551
H -0.484 0.186 2.382 0.000
H -1.457 0.081 4.621 0.572
H 0.008 -0.064 6.620 0.423
H 2.469 -0.133 6.322 0.366
H 3.446 -0.084 4.074 0.342
C -3.955 4.505 -1.903 -0.946
Si -4.031 2.706 -2.471 0.144
C -5.519 2.557 -3.605 -1.082
C -2.467 2.249 -3.409 -0.369
C -4.206 1.564 -1.008 -0.497
Te -2.755 1.850 0.533 -0.637
C -4.010 0.840 1.964 -0.460
Si -4.676 1.978 3.283 0.311
C -3.222 2.517 4.363 -0.893
C -5.989 1.084 4.279 -1.107
C -5.456 3.534 2.571 -1.008
H -3.535 5.158 -2.677 0.323
H -3.352 4.615 -0.998 0.260
H -4.965 4.865 -1.673 0.282
H -5.424 3.208 -4.482 0.308
H -6.431 2.836 -3.066 0.273
H -5.645 1.524 -3.945 0.325
H -2.057 3.079 -3.994 0.361
H -2.668 1.412 -4.088 0.391
H -1.689 1.920 -2.710 -0.388
H -4.166 0.517 -1.319 0.195
H -5.170 1.693 -0.514 0.443
H -3.419 0.046 2.422 0.369
H -4.797 0.346 1.386 0.166
H -3.035 1.807 5.178 0.265
H -3.387 3.502 4.811 0.419
H -2.311 2.575 3.757 0.156
H -5.593 0.195 4.778 0.319
H -6.774 0.746 3.595 0.315
H -6.446 1.736 5.033 0.314
H -4.731 4.138 2.018 0.247
H -5.867 4.148 3.383 0.339
H -6.278 3.284 1.890 0.298
Se -6.455 -1.656 -0.619 -0.703
Sb -4.576 -3.121 -0.030 0.756
Se -2.567 -1.554 0.005 -0.273
Se -4.989 -4.108 2.171 -0.764
Se -4.443 -4.879 -1.745 -0.762
```

(2)
The following is a DFT calculation (the ωB97M-V functional and the def2-TZVPD basis) of a molecular structure, C38H51BrCoNP2Si.

## Properties
Kohn-Sham gap (spin up / spin down) (eV): 7.1 / 5.3
Spin multiplicity: 5
<S²>: 6.054
Maximum force (eV Å⁻¹): 1.511

The geometry in XYZ format:
```
95
Properties=species:S:1:pos:R:3:mulliken_spin:R:1
Co 0.231 -0.225 -1.042 2.766
C 3.188 -2.656 -0.178 0.004
C 3.739 -1.426 -0.890 0.039
C 3.977 -1.772 -2.360 0.000
P 2.523 -0.010 -0.622 -0.085
C 3.545 1.474 -1.129 0.010
C 3.604 1.600 -2.652 0.005
C 2.957 2.749 -0.531 0.015
C 2.532 0.000 1.200 0.109
C 3.655 0.290 1.961 -0.064
C 3.663 0.132 3.342 0.111
C 4.841 0.511 4.186 -0.007
C 2.536 -0.434 3.938 -0.054
C 1.419 -0.753 3.203 0.157
C 1.340 -0.460 1.825 -0.009
N 0.242 -0.667 1.067 0.407
C -1.008 -0.907 1.556 -0.020
C -1.547 -0.363 2.729 0.105
C -2.850 -0.630 3.093 -0.037
C -3.675 -1.441 2.321 0.071
C -5.100 -1.696 2.718 -0.005
C -3.161 -1.956 1.136 -0.015
C -1.869 -1.673 0.735 0.023
P -1.087 -2.185 -0.823 0.063
C -0.748 -3.978 -0.350 0.052
C 0.001 -4.758 -1.425 0.001
C -0.008 -4.068 0.977 -0.004
C -2.490 -2.442 -2.034 0.027
C -3.354 -1.197 -2.200 0.001
C -1.934 -2.874 -3.401 0.001
H 3.919 -3.463 -0.181 -0.002
H 2.927 -2.433 0.855 -0.001
H 2.299 -2.996 -0.705 -0.005
H 4.681 -1.125 -0.414 0.003
H 3.040 -1.780 -2.916 -0.001
H 4.659 -1.077 -2.840 0.000
H 4.420 -2.766 -2.432 0.001
H 4.563 1.329 -0.743 0.003
H 2.618 1.483 -3.096 -0.004
H 3.983 2.582 -2.928 0.000
H 4.255 0.858 -3.098 -0.001
H 1.936 2.892 -0.883 -0.003
H 2.947 2.714 0.557 0.002
H 3.546 3.613 -0.843 -0.002
H 4.550 0.654 1.475 0.001
H 5.695 0.780 3.571 -0.001
H 4.594 1.366 4.818 0.011
H 5.119 -0.314 4.842 0.007
H 2.540 -0.632 5.002 0.001
H 0.590 -1.257 3.678 0.005
H -0.949 0.307 3.329 -0.007
H -3.230 -0.197 4.007 0.001
H -5.246 -1.527 3.783 0.001
H -5.770 -1.026 2.177 0.007
H -5.395 -2.716 2.485 0.002
H -3.784 -2.595 0.528 0.000
H -1.747 -4.414 -0.217 0.002
H 0.913 -4.238 -1.714 0.000
H 0.278 -5.739 -1.041 0.000
H -0.607 -4.902 -2.313 -0.001
H 1.005 -3.696 0.885 0.000
H -0.511 -3.496 1.751 0.002
H 0.042 -5.106 1.298 0.000
H -3.112 -3.241 -1.613 0.003
H -2.754 -0.360 -2.554 -0.001
H -4.121 -1.396 -2.950 0.000
H -3.842 -0.912 -1.270 0.003
H -0.851 -2.986 -3.389 -0.004
H -2.369 -3.818 -3.724 0.000
H -2.157 -2.116 -4.144 -0.002
C -2.566 4.483 -4.069 0.003
C -1.242 4.484 -3.666 0.000
C -0.823 3.638 -2.656 0.010
C -1.716 2.779 -2.027 0.038
C -3.039 2.785 -2.450 0.010
C -3.467 3.630 -3.456 0.001
Si -1.249 1.615 -0.576 0.014
C -1.272 2.750 0.967 0.023
C -0.330 3.739 1.220 0.014
C -0.486 4.628 2.270 0.001
C -1.586 4.533 3.104 0.005
C -2.518 3.532 2.886 0.000
C -2.359 2.655 1.829 0.005
H -2.890 5.133 -4.869 0.000
H -0.534 5.143 -4.148 0.000
H 0.219 3.657 -2.370 0.004
H -3.753 2.123 -1.981 0.000
H -4.501 3.621 -3.771 0.000
H -2.578 0.922 -0.349 0.034
H 0.536 3.834 0.584 -0.008
H 0.249 5.404 2.435 0.000
H -1.719 5.235 3.914 0.000
H -3.376 3.441 3.539 -0.001
H -3.107 1.892 1.664 0.001
Br 0.278 -0.095 -3.410 0.155
```

Q: Look up the maximum force of the second one.
A: 1.511 eV Å⁻¹

Q: maximum force of number 1 (C38H50BN6SbSe4Si2TeZn)?
A: 3.059 eV Å⁻¹

Q: Which of these has the lowest maximum force?
A: C38H51BrCoNP2Si

Q: Among the records above, which one has the lowest maximum force?
A: C38H51BrCoNP2Si